<i>
The following is a quantum chemistry calculation of C24H68AsF6O10 as an isolated structure, from OMol25.

Results
LUMO energy: 0.07547 Eh
Charge: -1
HOMO: -8.041 eV

```
109
C24H68AsF6O10 | OMol25 | the ωB97M-V functional and the def2-TZVPD basis
As 0.32 -0.55 -0.09
F 2.01 0.03 -0.29
F 0.70 -1.20 1.59
F -1.41 -1.11 0.15
F -0.16 0.15 -1.67
F 0.67 -2.12 -0.86
F -0.08 1.07 0.62
C -5.04 2.84 -3.32
C -4.82 2.50 -1.81
O -5.54 3.38 -1.00
H -4.49 2.14 -3.95
H -4.61 3.84 -3.45
H -6.09 2.84 -3.61
H -3.78 2.62 -1.52
H -5.07 1.49 -1.48
H -5.55 3.12 -0.08
C -4.48 -3.35 -4.93
C -3.56 -2.70 -3.89
O -2.73 -1.79 -4.58
H -3.77 -3.83 -5.61
H -5.10 -2.69 -5.53
H -5.10 -4.07 -4.40
H -2.94 -3.43 -3.38
H -4.21 -2.25 -3.14
H -2.30 -1.20 -3.95
C -1.79 -0.34 7.41
C -0.97 0.05 6.20
O 0.27 -0.56 6.21
H -1.33 -0.01 8.33
H -1.80 -1.43 7.51
H -2.81 0.03 7.52
H -0.77 1.12 6.11
H -1.54 -0.19 5.30
H 0.48 -0.63 5.28
C 0.60 4.76 -7.08
C 0.21 3.29 -6.90
O 0.57 2.49 -7.99
H 0.23 5.34 -6.23
H 0.12 5.19 -7.96
H 1.67 4.83 -7.24
H -0.87 3.15 -6.85
H 0.52 2.83 -5.97
H 0.04 1.69 -7.99
C 3.55 4.88 -1.99
C 3.65 3.65 -2.87
O 4.63 2.81 -2.27
H 4.45 5.48 -1.92
H 3.41 4.56 -0.96
H 2.71 5.51 -2.29
H 3.95 3.86 -3.89
H 2.69 3.14 -2.79
H 4.12 2.15 -1.79
C -0.76 -8.19 1.33
C -0.68 -6.74 0.84
O -0.09 -6.65 -0.42
H 0.23 -8.65 1.34
H -1.41 -8.80 0.70
H -1.14 -8.20 2.35
H -0.04 -6.18 1.53
H -1.66 -6.27 0.84
H 0.15 -5.73 -0.52
C 8.20 -0.97 3.79
C 7.57 -2.31 3.46
C 6.42 -2.08 2.46
O 8.51 -3.14 2.88
H 7.53 -0.53 4.53
H 8.49 -0.36 2.94
H 9.17 -1.04 4.28
H 7.23 -2.80 4.38
H 5.65 -1.50 2.96
H 6.01 -3.04 2.16
H 6.82 -1.55 1.59
H 9.21 -3.17 3.54
C -1.96 5.12 3.17
C -0.69 5.87 2.75
C 0.49 5.56 3.68
O -0.39 5.42 1.42
H -2.32 5.46 4.14
H -1.86 4.04 3.32
H -2.76 5.22 2.44
H -0.89 6.94 2.76
H 1.34 6.16 3.35
H 0.69 4.49 3.74
H 0.23 5.89 4.69
H -0.38 4.46 1.39
C -8.08 0.56 4.36
C -6.64 1.16 4.13
C -5.69 0.17 3.41
O -6.72 2.33 3.38
H -8.62 0.23 3.46
H -8.66 1.27 4.95
H -8.02 -0.33 4.98
H -6.22 1.40 5.10
H -4.66 0.53 3.36
H -6.06 0.06 2.39
H -5.64 -0.79 3.92
H -7.37 2.96 3.70
C 4.10 -5.26 -4.02
C 5.04 -4.11 -4.29
C 4.63 -2.85 -3.50
O 6.40 -4.51 -3.97
H 4.24 -5.70 -3.04
H 4.17 -6.07 -4.75
H 3.06 -4.91 -3.99
H 5.04 -3.91 -5.36
H 4.60 -3.11 -2.44
H 3.63 -2.49 -3.74
H 5.29 -1.99 -3.57
H 6.41 -4.75 -3.04
```

<ii>
The following is a quantum chemistry calculation of C24H68AsF6O10 as an isolated structure, from OMol25.

Results
LUMO energy: 0.09285 Eh
Charge: -1
HOMO: -7.452 eV

```
109
C24H68AsF6O10 | OMol25 | the ωB97M-V functional and the def2-TZVPD basis
As 1.46 5.52 8.46
F 0.34 6.89 8.37
F 2.38 6.31 9.71
F 2.53 4.15 8.44
F 0.56 4.84 7.15
F 2.50 6.32 7.28
F 0.43 4.81 9.69
C -1.53 2.63 6.41
C -2.95 2.11 6.39
O -3.31 1.59 5.10
H -0.83 1.84 6.14
H -1.31 3.15 7.34
H -1.32 3.39 5.65
H -3.63 2.95 6.55
H -3.17 1.35 7.14
H -2.85 0.77 4.92
C 3.33 4.10 4.44
C 2.55 2.95 5.08
O 3.14 2.51 6.29
H 2.73 4.58 3.66
H 4.23 3.70 3.99
H 3.47 4.84 5.23
H 2.50 2.08 4.41
H 1.52 3.24 5.31
H 2.93 3.16 6.98
C -1.76 11.14 7.61
C -0.98 10.02 8.27
O -0.60 9.14 7.19
H -2.20 11.78 8.38
H -2.56 10.73 7.00
H -1.12 11.74 6.96
H -1.56 9.44 9.00
H -0.08 10.30 8.82
H -0.13 8.39 7.59
C 3.31 8.81 12.13
C 4.61 8.27 11.54
O 4.50 6.87 11.32
H 3.33 9.89 12.30
H 3.12 8.39 13.12
H 2.41 8.55 11.57
H 5.38 8.35 12.32
H 4.90 8.80 10.63
H 3.70 6.70 10.79
C 5.72 3.69 9.48
C 6.11 3.98 8.04
O 6.86 2.89 7.50
H 5.16 2.75 9.55
H 4.98 4.34 9.97
H 6.59 3.62 10.13
H 6.74 4.88 7.98
H 5.29 4.17 7.35
H 7.72 2.89 7.92
C 0.24 0.13 10.69
C -0.07 1.35 9.85
O -0.27 2.47 10.69
H -0.48 -0.10 11.48
H 1.19 0.24 11.21
H 0.33 -0.80 10.12
H -0.96 1.22 9.21
H 0.75 1.46 9.13
H -0.26 3.28 10.15
C 2.85 2.65 12.17
C 4.26 2.66 12.75
C 4.32 2.42 14.26
O 5.00 1.59 12.14
H 2.87 2.80 11.10
H 2.23 3.40 12.65
H 2.40 1.68 12.42
H 4.73 3.64 12.59
H 5.32 2.64 14.66
H 4.05 1.38 14.48
H 3.60 3.03 14.82
H 5.86 1.57 12.56
C 0.46 5.84 13.03
C -0.19 7.18 13.28
C -0.81 7.80 12.03
O -1.21 7.09 14.30
H 1.09 5.55 13.87
H 1.05 5.90 12.11
H -0.32 5.08 12.91
H 0.56 7.87 13.67
H -1.64 7.18 11.67
H -0.09 7.90 11.23
H -1.21 8.79 12.29
H -1.90 6.56 13.86
C -3.10 5.52 8.64
C -3.12 7.04 8.47
C -3.49 7.47 7.06
O -3.99 7.64 9.42
H -4.13 5.16 8.79
H -2.63 5.28 9.60
H -2.56 4.95 7.89
H -2.13 7.40 8.74
H -2.75 7.19 6.32
H -3.58 8.55 7.07
H -4.47 7.04 6.81
H -4.83 7.16 9.45
C 4.34 9.18 7.20
C 5.26 7.96 7.08
C 5.37 7.50 5.66
O 6.60 8.34 7.52
H 3.32 8.80 7.24
H 4.47 9.92 6.41
H 4.50 9.64 8.17
H 4.92 7.16 7.75
H 6.19 6.82 5.42
H 5.58 8.30 4.94
H 4.45 7.01 5.34
H 6.82 7.75 8.25
```

What should be chosen as the least stable of them? Choose <i>.

<i>
The following is a quantum chemistry calculation of a 2-piece molecular cluster, C8H11N2O overall, from OMol25.

Results
LUMO energy: -0.19359 Eh
Charge: +1
HOMO: -14.781 eV

```
22
C8H11N2O | OMol25 | the ωB97M-V functional and the def2-TZVPD basis
C 0.37 0.54 -3.88
C 0.54 0.56 -2.67
C 1.07 0.56 -0.59
C 2.05 1.19 1.29
C 1.31 -0.18 1.44
C -2.12 -0.06 1.08
C -1.66 -0.78 -0.09
C -0.30 -1.49 0.00
N 0.65 -0.37 0.17
N 1.78 1.54 -0.06
O 2.55 1.93 2.06
H 0.10 0.91 -4.88
H 1.85 -1.02 1.61
H 0.68 -0.05 2.22
H -1.61 0.97 1.25
H -3.31 0.12 0.88
H -2.06 -0.76 1.97
H -1.74 -0.19 -0.99
H -2.32 -1.56 -0.12
H -0.10 -2.14 0.77
H 0.03 -2.02 -0.93
H 2.22 2.29 -0.53
```

<ii>
The following is a quantum chemistry calculation of an isolated ion of composition C8H11N2O and charge +1, from OMol25.

Results
LUMO energy: -0.12411 Eh
SMILES string: Cc1ccoc1C1=[NH+]CCN1
Charge: +1
HOMO: -12.813 eV

```
22
C8H11N2O | OMol25 | the ωB97M-V functional and the def2-TZVPD basis
C -2.32 1.06 1.11
C -1.97 -0.06 0.11
C -2.98 -0.68 -0.74
C -2.29 -1.41 -1.64
O -1.01 -1.34 -1.49
C -0.78 -0.42 -0.46
C 0.80 -0.19 -0.07
N 1.77 -0.56 -0.87
C 3.09 -0.13 -0.37
C 2.70 0.61 0.94
N 1.24 0.53 0.92
H -3.31 1.48 1.07
H -1.99 0.76 2.14
H -1.83 1.94 0.94
H -3.97 -0.46 -0.53
H -2.65 -2.05 -2.36
H 1.78 -1.43 -1.40
H 3.40 0.45 -1.30
H 3.63 -1.11 -0.33
H 2.90 0.13 1.94
H 3.11 1.76 0.94
H 0.67 1.12 1.44
```

What should be chosen as the least stable of them? Choose <i>.

<i>
The following is a quantum chemistry calculation of a 2-piece molecular cluster, C4H10S2 overall, from OMol25.

Results
LUMO energy: 0.02075 Eh
SMILES string: C=CC.CSS
HOMO: -8.031 eV

```
16
C4H10S2 | OMol25 | the ωB97M-V functional and the def2-TZVPD basis
C -2.69 -0.17 0.44
C -1.56 0.06 -0.37
C -0.69 1.27 -0.27
H -3.31 -1.00 0.43
H -3.03 0.67 0.90
H -1.56 -0.58 -1.33
H -0.02 1.40 0.60
H -1.47 2.09 -0.17
H -0.19 1.57 -1.17
C 2.00 -1.14 1.16
S 1.27 -1.21 -0.58
S 2.68 0.06 -1.32
H 1.92 -0.19 1.51
H 1.35 -1.92 1.61
H 3.12 -1.43 1.03
H 2.18 0.51 -2.46
```

<ii>
The following is a quantum chemistry calculation of a 2-piece molecular cluster, C4H10S2 overall, from OMol25.

Results
LUMO energy: 0.02211 Eh
SMILES string: C=CC.CSS
HOMO: -8.613 eV

```
16
C4H10S2 | OMol25 | the ωB97M-V functional and the def2-TZVPD basis
C 0.67 0.72 -1.24
C 1.71 0.05 -0.77
C 2.75 0.64 0.14
H -0.14 0.31 -1.81
H 0.52 1.76 -0.94
H 1.92 -0.94 -1.14
H 2.82 1.72 -0.02
H 3.71 0.15 0.01
H 2.47 0.52 1.19
C -2.54 -0.69 -0.21
S -1.71 -1.87 0.86
S -2.23 -1.13 2.70
H -2.48 -1.08 -1.23
H -3.61 -0.59 0.01
H -2.09 0.29 -0.15
H -1.78 0.13 2.59
```

<iii>
The following is a quantum chemistry calculation of a single C4H10S2 molecule, from OMol25.

Results
LUMO energy: -0.01083 Eh
SMILES string: CCCSSC
HOMO: -8.711 eV

```
16
C4H10S2 | OMol25 | the ωB97M-V functional and the def2-TZVPD basis
C 1.10 -2.01 0.13
C 0.80 -0.54 0.55
C 0.86 0.47 -0.57
S -0.22 0.26 -2.01
S -2.20 0.13 -0.69
C -2.01 1.65 0.23
H 1.56 -2.58 0.93
H 0.21 -2.49 -0.29
H 1.68 -1.84 -0.78
H -0.15 -0.48 1.09
H 1.63 -0.27 1.22
H 0.91 1.46 -0.10
H 1.82 0.40 -1.10
H -2.63 1.51 1.12
H -0.97 1.78 0.52
H -2.40 2.55 -0.24
```

<iv>
The following is a quantum chemistry calculation of a 2-piece molecular cluster, C4H10S2 overall, from OMol25.

Results
LUMO energy: 0.01899 Eh
SMILES string: C=CC.CSS
HOMO: -8.139 eV

```
16
C4H10S2 | OMol25 | the ωB97M-V functional and the def2-TZVPD basis
C -1.06 -0.36 1.13
C 0.10 -0.98 1.29
C 0.27 -2.45 1.54
H -1.20 0.66 0.78
H -1.93 -0.83 1.58
H 1.04 -0.45 1.23
H 0.56 -2.66 2.58
H 1.10 -2.86 0.96
H -0.65 -2.99 1.34
C -0.23 2.51 -1.63
S 1.14 1.86 -0.68
S 1.72 0.22 -1.84
H -0.77 1.77 -2.23
H -0.97 2.92 -0.95
H 0.10 3.26 -2.34
H 0.78 0.37 -2.75
```

What should be chosen as the least stable of them? Choose <i>.

<i>
The following is a quantum chemistry calculation of a single C4H10S2 molecule, from OMol25.

Results
LUMO energy: 0.01509 Eh
SMILES string: CCSSCC
HOMO: -8.064 eV

```
16
C4H10S2 | OMol25 | the ωB97M-V functional and the def2-TZVPD basis
C -2.89 0.39 2.06
C -1.62 -0.24 1.35
S -1.00 0.33 -0.37
S 1.04 1.00 -0.04
C 1.66 0.43 -1.82
C 2.85 -0.63 -1.74
H -2.92 0.15 3.12
H -3.76 -0.24 1.73
H -2.76 1.46 2.01
H -1.84 -1.27 1.20
H -0.73 0.00 1.97
H 0.71 0.07 -2.20
H 1.96 1.35 -2.31
H 2.40 -1.61 -1.47
H 3.43 -0.38 -0.83
H 3.47 -0.81 -2.63
```

<ii>
The following is a quantum chemistry calculation of a single C4H10S2 molecule, from OMol25.

Results
LUMO energy: -0.00873 Eh
SMILES string: CCCSSC
HOMO: -8.736 eV

```
16
C4H10S2 | OMol25 | the ωB97M-V functional and the def2-TZVPD basis
C 1.57 -1.37 0.69
C 0.22 -1.19 0.01
C -0.85 -0.36 0.72
S -0.34 1.10 1.63
S 0.70 2.06 -0.28
C -0.79 1.97 -1.30
H 2.22 -1.99 0.09
H 1.91 -0.34 0.77
H 1.47 -1.76 1.71
H 0.37 -0.76 -0.98
H -0.29 -2.15 -0.13
H -1.76 -0.15 0.16
H -1.16 -0.99 1.57
H -0.52 2.45 -2.24
H -1.13 0.97 -1.60
H -1.61 2.51 -0.82
```

What should be chosen as the least stable of them? Choose <i>.

<i>
The following is a quantum chemistry calculation of a 2-piece molecular cluster, C4H13N3 overall, from OMol25.

Results
LUMO energy: -0.10221 Eh
HOMO: -7.080 eV

```
20
C4H13N3 | OMol25 | the ωB97M-V functional and the def2-TZVPD basis
C 0.10 -1.01 0.81
N 0.00 -1.52 2.11
C -0.39 -0.66 -2.48
N -1.18 0.26 -1.73
C 0.71 0.49 0.98
C -0.22 1.30 1.93
N 0.75 1.16 -0.27
H 0.78 -1.50 0.11
H -0.96 -0.95 0.55
H 0.69 -2.27 2.23
H 0.33 -1.18 -1.83
H 0.31 -0.19 -3.21
H -0.99 -1.41 -3.02
H -1.72 0.88 -2.33
H 1.66 0.34 1.47
H -0.28 2.32 1.54
H 0.11 1.22 2.96
H -1.22 0.88 1.87
H -0.12 0.96 -0.99
H 1.65 0.88 -0.68
```

<ii>
The following is a quantum chemistry calculation of a 2-piece molecular cluster, C4H13N3 overall, from OMol25.

Results
LUMO energy: 0.02615 Eh
HOMO: -7.810 eV

```
20
C4H13N3 | OMol25 | the ωB97M-V functional and the def2-TZVPD basis
C -1.43 -2.68 -0.41
C 0.40 -1.77 0.79
C 0.00 2.10 1.09
C 0.99 2.32 -1.28
N -0.89 0.86 -0.81
N -0.23 -1.78 -0.42
N 0.00 1.62 -0.44
H -1.24 -3.59 0.18
H -2.44 -2.07 -0.18
H -1.68 -3.03 -1.38
H 0.86 -0.82 0.90
H -0.08 -1.76 1.72
H 1.06 -2.65 0.93
H 0.83 1.66 1.52
H -0.05 3.14 1.24
H -0.86 1.73 1.48
H 1.94 1.91 -1.17
H 0.80 2.28 -2.39
H 1.07 3.29 -0.88
H -0.46 -0.77 -0.82
```

What should be chosen as the least stable of them? Choose <i>.

<i>
The following is a quantum chemistry calculation of a 2-piece molecular cluster, C4H13N3 overall, from OMol25.

Results
LUMO energy (spin up / spin down): 0.04284 / 0.04129 Eh
HOMO (spin up / spin down): -6.615 / -6.653 eV

```
20
C4H13N3 | OMol25 | the ωB97M-V functional and the def2-TZVPD basis
C -1.04 1.28 -0.43
C -1.87 -0.76 0.58
C 2.45 1.09 -0.06
C -1.36 -0.12 -0.67
N 0.76 -2.05 -0.37
N 1.44 0.08 0.35
N 0.87 -0.67 -0.60
H -0.63 1.48 0.59
H -0.28 1.78 -1.11
H -1.86 1.86 -0.59
H -2.57 -0.12 0.99
H -1.04 -0.93 1.36
H -2.34 -1.65 0.29
H 2.48 1.16 -1.05
H 2.29 2.02 0.51
H 3.58 0.75 0.20
H -1.60 -0.35 -1.62
H 0.40 -2.19 0.50
H 0.29 -2.59 -1.07
H 1.80 -0.20 1.24
```

<ii>
The following is a quantum chemistry calculation of a 2-piece molecular cluster, C4H13N3 overall, from OMol25.

Results
LUMO energy (spin up / spin down): 0.03688 / 0.03250 Eh
HOMO (spin up / spin down): -7.432 / -7.624 eV

```
20
C4H13N3 | OMol25 | the ωB97M-V functional and the def2-TZVPD basis
C -1.90 -1.90 0.73
C 0.55 -0.03 -1.34
C 1.72 1.97 -1.09
C -0.93 -1.01 1.46
N 0.24 0.89 1.03
N 1.51 0.63 -0.58
N -0.91 0.24 0.82
H -2.69 -1.35 0.30
H -1.54 -2.39 -0.06
H -2.43 -2.57 1.25
H 0.98 -0.75 -1.89
H -0.34 -0.43 -0.77
H 0.11 0.63 -2.15
H 2.40 1.81 -1.86
H 0.85 2.67 -1.36
H 2.34 2.45 -0.23
H -1.25 -0.82 2.43
H -0.04 -1.56 1.42
H 0.28 1.91 0.91
H 0.84 0.56 1.73
```

What should be chosen as the least stable of them? Choose <i>.

<i>
The following is a quantum chemistry calculation of a single C4H13N3 molecule, from OMol25.

Results
LUMO energy: 0.03850 Eh
SMILES string: CNCCNCN
HOMO: -8.217 eV

```
20
C4H13N3 | OMol25 | the ωB97M-V functional and the def2-TZVPD basis
C -1.03 -2.37 0.71
N -0.08 -1.36 0.29
C -0.25 -1.00 -1.10
C -0.25 0.55 -1.36
N -0.36 1.42 -0.21
C 0.74 2.24 0.25
N 1.63 1.56 1.21
H -2.06 -2.03 0.60
H -0.75 -3.39 0.41
H -0.89 -2.69 1.77
H 0.17 -0.59 0.89
H -1.12 -1.51 -1.51
H 0.63 -1.29 -1.70
H 0.76 0.81 -1.73
H -0.94 0.80 -2.17
H -1.02 1.16 0.51
H 1.28 2.53 -0.65
H 0.39 3.10 0.81
H 1.13 1.40 2.08
H 2.00 0.67 0.89
```

<ii>
The following is a quantum chemistry calculation of a 2-piece molecular cluster, C4H13N3 overall, from OMol25.

Results
LUMO energy: 0.03187 Eh
SMILES string: [H]/N=C/N.CC(C)N
HOMO: -9.228 eV

```
20
C4H13N3 | OMol25 | the ωB97M-V functional and the def2-TZVPD basis
H 0.95 -2.89 -1.47
N 0.09 -2.58 -1.92
C -0.79 -2.33 -1.04
N -2.05 -1.95 -1.38
H -0.61 -2.34 0.03
H -2.27 -1.76 -2.34
H -2.71 -1.64 -0.68
C 0.98 0.58 1.80
C 0.36 1.56 0.80
C 1.30 1.81 -0.37
N -0.93 1.12 0.28
H 1.91 0.97 2.21
H 0.32 0.40 2.64
H 1.21 -0.37 1.32
H 0.17 2.50 1.32
H 0.93 2.63 -0.98
H 2.28 2.09 -0.01
H 1.36 0.91 -0.98
H -1.63 1.03 1.00
H -0.87 0.25 -0.22
```

What should be chosen as the least stable of them? Choose <i>.